[1]
Molecular formula: C6H15F8KN4O20PS8
Method: DFT, wB97M-V/def2-TZVPD

## Properties
- E_LUMO: 5.36 eV
- ΔE to the lowest compared entry with this formula, charge and spin: 64.6 kJ/mol
- Largest force on an atom: 11.44 eV/A
- Total charge: -3
- Energy: -6887.2378 Eh
- Spin multiplicity: 1
- Orbital gap: 8.1 eV

```
63
Properties=species:S:1:pos:R:3:forces:R:3:lowdin_charge:R:1
K -0.124010 1.295956 -0.712495 -0.6293 -0.4474 0.0516 0.77
N -4.485780 -0.182134 1.723705 -3.3872 1.6695 -2.4924 -0.27
S -3.298510 0.716456 2.081635 5.1269 0.6895 1.6355 0.43
O -3.586850 1.790076 3.011375 0.2856 -0.6015 -1.1413 -0.30
O -2.245090 0.811746 1.079835 -1.3842 0.8977 0.4514 -0.36
F -2.566160 -0.348894 3.004045 -0.0925 -0.6741 0.9464 -0.21
S -5.451910 0.957966 0.932705 -1.5949 -0.2476 -0.5481 0.58
O -4.811210 2.178136 0.480795 -0.5436 -1.2912 0.9248 -0.30
O -6.755960 1.039256 1.576855 1.4697 -0.2138 -0.7305 -0.33
F -5.756010 0.254426 -0.478435 0.1371 -0.3077 0.9977 -0.19
N 0.641860 3.595466 0.489085 -3.3135 1.5799 3.5386 -0.28
S -0.503110 3.985676 1.776695 -4.8267 1.4008 -1.8501 0.52
O -0.622160 5.344106 2.265135 0.6064 -1.0569 -1.2155 -0.28
O -0.690960 2.965686 2.730645 0.8237 -0.9188 0.8133 -0.25
F -1.770530 3.789896 0.840715 0.4325 0.4018 -0.1405 -0.18
S 1.735630 3.644116 1.578195 7.9928 -1.5039 -0.4012 0.38
O 2.065760 2.439946 2.314715 -1.0696 0.7587 -0.1183 -0.30
O 2.083970 4.884446 2.213055 -1.0954 0.1000 0.5371 -0.29
F 2.908380 3.612986 0.492405 0.8129 -0.2546 -0.7878 -0.22
N -3.286490 -2.841234 -2.127595 -4.1053 0.8987 -3.0657 -0.26
S -4.012890 -2.531814 -3.599115 -2.8410 -2.2957 -3.1107 0.54
O -4.140770 -3.726474 -4.464895 0.6692 1.6540 2.0272 -0.34
O -3.763510 -1.295894 -4.293305 0.7858 -0.5374 1.0643 -0.29
F -5.524470 -2.303134 -3.203375 -0.3044 -0.3095 1.1275 -0.20
S -1.980290 -2.136594 -2.472025 8.0373 0.0470 2.8118 0.49
O -1.670050 -0.872484 -1.776985 -1.0298 -1.7076 -2.2406 -0.34
O -1.288400 -2.628364 -3.668855 -1.4754 2.1046 0.4520 -0.31
F -1.151270 -3.133484 -1.474005 0.4163 -0.0904 1.0324 -0.27
N 0.122720 2.171376 -3.377915 5.0807 -0.3335 -1.7843 -0.32
S 1.002130 1.823596 -4.756765 3.9579 -1.1313 0.0094 0.57
O 1.125360 2.852856 -5.763935 -0.9090 -1.1255 0.6247 -0.29
O 0.884410 0.410046 -5.099295 0.3574 2.3744 0.1960 -0.28
F 2.502510 1.986456 -4.135275 -0.8716 -0.5940 0.4431 -0.23
S -1.191410 2.197146 -4.092655 -11.2908 -0.7483 1.6674 0.42
O -1.911520 0.919046 -4.250185 2.3124 2.2640 -0.5927 -0.28
O -1.507970 3.274006 -4.977865 1.0019 -0.2078 -1.1751 -0.28
F -2.037690 2.779856 -2.806315 0.6582 -0.3019 0.3429 -0.24
C 3.609810 -1.080734 4.521325 0.8086 0.4315 -0.2091 -0.09
C 3.118010 0.025366 3.594965 -0.6469 -1.2019 1.1696 -0.28
O 3.595320 -0.305054 2.289555 0.0051 0.1430 -1.1671 -0.17
P 2.688330 -1.008354 1.156425 1.4860 -0.2468 -0.0883 0.46
O 1.569450 -0.216304 0.696995 -1.0366 0.4256 -0.2511 -0.27
O 3.771270 -1.307254 -0.027745 -0.6022 -0.7175 1.5755 -0.19
C 3.548020 -2.138454 -1.218035 -1.0197 1.3401 -0.7072 -0.21
C 2.724830 -1.339724 -2.273685 0.3114 -0.2007 -0.3016 -0.05
O 2.309640 -2.429234 1.801555 0.1776 0.6371 -0.1151 -0.18
C 1.190310 -2.589844 2.715625 -0.8740 -1.4056 -0.3501 -0.27
C -0.150140 -2.540354 2.028765 0.1650 0.7356 -0.6584 -0.06
H 3.346120 -0.851114 5.553715 -0.1570 -0.2090 0.0543 0.07
H 3.354100 -2.096644 4.220255 -0.2230 0.1616 0.1073 0.06
H 4.688570 -0.962234 4.419635 0.2786 -0.4894 0.3521 0.07
H 2.037410 0.128016 3.694325 -0.0743 0.1802 -0.7260 0.11
H 3.543900 0.927916 4.033275 0.1066 0.3517 -1.0501 0.12
H 4.544720 -2.384044 -1.584605 0.0414 0.2971 0.0347 0.10
H 3.061660 -3.097284 -1.038545 -0.2055 0.1760 0.6705 0.11
H 3.221650 -0.450404 -2.661475 0.3095 0.0978 0.4520 0.07
H 2.539780 -1.914114 -3.181395 0.1152 -0.4969 0.0957 0.08
H 1.724460 -1.026764 -1.974665 0.1272 -0.2255 0.5350 0.07
H 1.300050 -3.625244 3.038115 0.4300 0.0994 0.4941 0.11
H 1.146250 -1.920164 3.574515 0.7023 0.1659 -0.1580 0.11
H -0.965110 -2.767174 2.716135 0.0981 0.0925 0.1136 0.08
H -0.257470 -1.520824 1.658435 -0.5465 -0.1183 -0.1457 0.07
H -0.198710 -3.230184 1.186225 0.0227 0.0361 -0.0270 0.08
```
Positions in Å, forces in eV/Å.

[2]
Molecular formula: C19H22FN3O3S
Method: DFT, wB97M-V/def2-TZVPD

## Properties
- E_LUMO: 0.65 eV
- ΔE to the lowest compared entry with this formula, charge and spin: 191.5 kJ/mol
- Largest force on an atom: 1.02 eV/A
- Total charge: 0
- Energy: -1625.2569 Eh
- Spin multiplicity: 1
- SMILES string: O=C(CCNS(=O)(=O)c1ccccc1)N1CCN(c2ccccc2F)CC1
- Orbital gap: 8.2 eV

```
49
Properties=species:S:1:pos:R:3:forces:R:3:lowdin_charge:R:1
O -1.943501 -2.601012 1.695325 0.1850 -0.2848 0.3443 0.04
C -1.986189 -2.282296 0.515444 -0.2809 -0.2964 -0.3607 -0.47
C -1.262060 -3.123756 -0.526227 0.1476 0.0135 0.1290 -0.08
C 0.155438 -3.472103 -0.026634 -0.2530 -0.1470 -0.4838 -0.21
N 0.773720 -2.431699 0.775309 0.2026 0.9803 -0.1934 -0.12
S 0.843628 -0.889649 0.117540 0.5284 -0.2299 0.3626 0.69
O 0.079702 0.004172 0.939109 0.3198 -0.2113 0.3209 -0.26
O 0.532437 -0.961801 -1.285431 0.3273 -0.4166 -0.0293 -0.28
C 2.569742 -0.472839 0.287834 -0.4714 0.0029 0.0008 -0.27
C 2.930062 0.623507 1.044915 -0.1773 0.0570 0.0865 -0.06
C 4.269985 0.960278 1.149767 0.0428 -0.0381 -0.0325 -0.06
C 5.226056 0.196856 0.499001 0.0073 0.0782 0.0519 -0.08
C 4.850802 -0.901338 -0.260154 -0.1129 -0.0838 -0.0662 -0.07
C 3.512026 -1.238238 -0.370058 0.1248 -0.0670 -0.0952 -0.06
N -2.705954 -1.224743 0.089753 -0.0671 0.2220 0.1341 -0.03
C -2.673766 -0.667572 -1.252036 0.0170 0.0708 -0.5202 -0.11
C -3.146333 0.794562 -1.208268 -0.0086 -0.1599 -0.0992 -0.14
N -2.512641 1.522744 -0.140077 -0.1220 -0.0661 0.0286 -0.06
C -1.273373 2.107475 -0.325607 0.1638 0.4785 -0.0721 -0.19
C -0.505374 1.969418 -1.486079 -0.1758 0.0504 0.1039 -0.04
C 0.735726 2.563051 -1.610534 0.1537 0.0831 -0.0444 -0.09
C 1.262714 3.333625 -0.590715 0.0385 -0.0073 -0.0648 -0.11
C 0.506245 3.534378 0.551165 -0.1392 -0.0988 0.0656 -0.03
C -0.733169 2.944523 0.661846 0.1452 0.1534 -0.0225 -0.21
F -1.450717 3.227279 1.782852 -0.0181 -0.1001 -0.2029 0.05
C -2.818992 0.972549 1.177688 -0.1209 -0.0617 0.4118 -0.12
C -3.425564 -0.429124 1.065221 -0.0899 0.0800 0.2863 -0.11
H -1.833364 -4.045794 -0.657570 -0.0595 0.0552 0.0009 0.13
H -1.192365 -2.618249 -1.483171 -0.0802 -0.0940 -0.0053 0.09
H 0.805271 -3.647276 -0.886075 -0.1190 -0.2024 0.0431 0.11
H 0.132171 -4.370218 0.593097 0.0822 0.1238 -0.0622 0.13
H 0.313523 -2.361113 1.674819 -0.0593 0.1129 0.1907 0.10
H 2.154886 1.194664 1.529827 -0.0406 0.1277 0.0884 0.11
H 4.566657 1.816233 1.736533 0.0094 0.0733 0.0526 0.11
H 6.270354 0.459520 0.581106 0.0826 0.0181 0.0104 0.10
H 5.600282 -1.490317 -0.766895 0.0417 -0.0561 -0.0448 0.11
H 3.186956 -2.079315 -0.960919 0.0631 -0.1608 -0.1075 0.11
H -1.646300 -0.681257 -1.623590 -0.2185 -0.0362 -0.0282 0.09
H -3.315936 -1.251034 -1.925511 0.0775 0.1045 -0.0389 0.13
H -4.228197 0.842197 -1.046000 0.0903 0.0010 -0.1373 0.12
H -2.938633 1.278835 -2.162709 -0.0861 -0.0648 0.0304 0.12
H -0.855261 1.356929 -2.299781 -0.0819 -0.1180 -0.0359 0.10
H 1.303320 2.403461 -2.515174 0.0457 -0.0239 -0.0814 0.11
H 2.240340 3.780659 -0.682528 0.0811 0.0553 -0.0164 0.10
H 0.859321 4.154670 1.360945 -0.0120 0.0623 0.0975 0.12
H -3.515634 1.631230 1.710278 0.0797 -0.1363 0.0747 0.13
H -1.892048 0.894032 1.747966 -0.2257 0.0402 -0.0128 0.11
H -3.344294 -0.938371 2.026473 -0.1054 0.1242 -0.1354 0.13
H -4.481690 -0.387731 0.777934 0.0681 -0.0076 0.0785 0.13
```
Positions in Å, forces in eV/Å.

[3]
Molecular formula: C6H11O3S2
Method: DFT, wB97M-V/def2-TZVPD

## Properties
- E_LUMO: 3.24 eV
- ΔE to the lowest compared entry with this formula, charge and spin: 2.6 kJ/mol
- Largest force on an atom: 4.81 eV/A
- Total charge: -1
- Energy: -1257.3439 Eh
- Spin multiplicity: 1
- Orbital gap: 6.6 eV

```
22
Properties=species:S:1:pos:R:3:forces:R:3:lowdin_charge:R:1
C 1.787486 -0.847604 -2.067013 0.1750 -0.5673 0.5131 -0.49
C 0.214124 2.558059 1.213006 0.9523 -1.0319 1.3431 -0.11
C -0.967525 -2.854502 -0.423437 -0.4912 1.2742 0.0004 -0.45
C 1.417191 1.540770 0.928264 -2.5399 -0.0293 3.7242 -0.23
C 1.008130 0.102217 1.280299 1.4118 2.3502 3.6870 -0.24
C 0.278386 -0.505689 0.415950 -2.2499 -1.8419 -3.8289 -0.80
O 2.453077 -0.777417 -1.134288 1.1545 0.4542 0.8370 0.18
O 1.295781 -1.083814 -3.079671 -0.9766 0.0717 -1.6214 0.18
O -0.126060 -0.074875 -0.759303 0.4271 -0.9881 1.1660 -0.24
S -3.232293 0.005688 -0.894664 -0.9119 0.2381 -0.1193 0.46
S 0.122403 -2.297181 0.875843 0.4766 -0.3095 0.5242 0.78
H -0.010922 2.537827 2.360346 0.0182 -0.0402 -2.1511 0.09
H -0.599364 2.202591 0.574560 -0.2465 0.2705 0.4901 0.05
H 0.498322 3.583020 0.951484 -0.0786 -0.0319 -0.0568 0.04
H -0.414801 -2.598356 -1.355196 -0.9842 -0.6795 0.3022 0.03
H -1.787993 -2.122112 -0.244967 0.0495 -0.9963 -0.9419 -0.03
H -1.315646 -3.898135 -0.281537 0.4371 0.6973 -0.2611 0.03
H 1.595708 1.562066 -0.078153 0.8936 0.1694 -2.5380 0.05
H 2.218700 1.890111 1.549518 0.9008 0.0194 0.0042 0.08
H 1.000956 -0.407374 2.300588 0.7453 1.1962 -1.2171 0.09
H -3.530356 1.292695 -1.152733 0.0189 -0.1563 0.0571 -0.24
H -1.905310 0.192005 -0.978894 0.8180 -0.0691 0.0871 -0.23
```
Positions in Å, forces in eV/Å.

Question: Among the records above, which one has the lowest largest force on an atom?
Answer: C19H22FN3O3S

Question: The highest ΔE to the lowest compared entry with this formula, charge and spin belongs to which entry?
Answer: C19H22FN3O3S

Question: What is the formula in the second record?
Answer: C19H22FN3O3S

Question: The highest orbital gap belongs to which entry?
Answer: C19H22FN3O3S